No. 1
Here is C2HgLiO2 as an isolated structure at a distorted geometry from the OMol25 dataset. Energies are from the ωB97M-V functional and the def2-TZVPD basis.

The geometry in XYZ format:
```
6
Properties=species:S:1:pos:R:3:forces:R:3
O 0.907 1.548 0.489 0.856 0.974 0.525
C 0.974 0.332 0.707 0.596 0.063 0.678
C -0.965 -1.481 -0.616 -1.113 -1.658 -0.872
O -1.276 -2.534 -0.900 0.665 1.431 0.552
Hg -1.138 1.422 -0.492 -0.508 -0.281 -0.289
Li 2.398 2.013 2.012 -0.496 -0.530 -0.594
```
Forces are in eV/Å.

Computed properties:
orbital gap (alpha / beta)	5.99 / 8.21	eV
ΔE to the lowest compared entry with this formula, charge and spin	31.2	kJ/mol
⟨S²⟩	2.00
E_tot	-387.26231	hartree
HOMO level (alpha / beta)	-10.3 / -15.2	eV
2S+1	3
M	263.6	g mol⁻¹
charge	+1
largest force on an atom	0.042	Eh/bohr


No. 2
Here is the molecule C6H8 at a distorted geometry from the OMol25 dataset. Energies are from the ωB97M-V functional and the def2-TZVPD basis.

The geometry in XYZ format:
```
14
Properties=species:S:1:pos:R:3:forces:R:3
C 0.715 -1.107 -0.894 -0.389 0.606 0.015
C 1.351 -0.504 0.114 0.079 0.531 0.389
C 0.602 0.392 1.086 -0.484 -0.688 1.581
C -0.529 1.124 0.393 -0.037 0.314 -0.428
C -1.326 0.168 -0.495 -1.236 1.859 0.761
C -0.729 -0.835 -1.102 0.201 -1.243 -0.365
H 1.218 -1.765 -1.591 0.071 -0.040 0.133
H 2.397 -0.659 0.331 0.160 -0.233 -0.199
H 0.089 -0.325 1.807 0.670 0.643 -0.424
H 1.225 1.094 1.742 -0.584 -1.062 -1.202
H -0.051 1.934 -0.201 -0.587 -0.226 0.010
H -1.228 1.582 1.111 0.444 -0.026 -0.163
H -2.425 0.430 -0.585 1.446 -0.661 -0.177
H -1.309 -1.527 -1.717 0.247 0.225 0.069
```
Forces are in eV/Å.

Computed properties:
orbital gap	9.63	eV
ΔE to the lowest compared entry with this formula, charge and spin	23.6	kJ/mol
E_tot	-233.37801	hartree
HOMO level	-8.4	eV
M	80.1	g mol⁻¹
charge	0
largest force on an atom	0.046	Eh/bohr


No. 3
Here is C50H41CdF2IN5O3PS as an isolated structure from the OMol25 dataset. Energies are from the ωB97M-V functional and the def2-TZVPD basis.

The geometry in XYZ format:
```
105
Properties=species:S:1:pos:R:3:forces:R:3
Cd -0.112 -0.318 -0.053 0.209 0.092 -0.073
F -3.339 -3.493 -3.212 -0.010 -0.008 -0.007
C -2.148 -3.363 -2.583 -0.001 0.013 0.031
C -1.874 -2.199 -1.889 0.051 -0.114 -0.093
C -0.647 -2.052 -1.252 -0.103 0.078 0.143
C 0.294 -3.091 -1.307 -0.037 -0.078 -0.021
C -0.038 -4.232 -2.029 0.016 -0.013 0.030
F 0.859 -5.239 -2.181 0.012 0.011 0.022
C -1.248 -4.403 -2.673 -0.022 0.060 0.027
C 1.613 -2.935 -0.629 0.040 -0.093 0.046
C 2.323 -4.012 -0.098 -0.039 0.080 -0.049
C 3.513 -3.776 0.563 0.003 -0.015 0.011
C 3.983 -2.478 0.679 -0.032 0.023 -0.014
C 3.218 -1.464 0.132 0.073 -0.016 0.030
N 2.069 -1.681 -0.504 -0.074 0.005 0.027
H -2.620 -1.413 -1.878 -0.011 0.012 0.000
H -1.460 -5.299 -3.237 -0.002 -0.010 -0.003
H 1.931 -5.013 -0.179 -0.018 -0.023 0.006
H 4.060 -4.601 1.000 0.012 -0.003 -0.004
H 4.905 -2.246 1.194 0.014 0.001 0.006
H 3.531 -0.428 0.205 0.028 0.002 0.010
C -1.138 -0.379 8.610 -0.020 0.019 0.088
C -0.844 -0.684 7.170 0.003 0.004 -0.086
C -1.314 0.141 6.151 0.001 0.020 0.056
C -1.043 -0.141 4.823 -0.007 0.089 -0.052
C -0.287 -1.256 4.502 -0.027 -0.060 -0.010
C 0.194 -2.090 5.498 0.011 0.028 0.018
C -0.087 -1.800 6.824 0.013 -0.026 -0.024
S -0.002 -1.657 2.798 -0.029 -0.064 -0.016
O -1.296 -1.918 2.200 0.106 -0.055 0.048
O 0.966 -2.728 2.781 -0.027 0.047 0.021
N 0.503 -0.305 2.108 0.023 -0.085 -0.182
C 1.704 0.292 2.455 -0.069 0.107 0.073
C 2.623 -0.213 3.392 0.080 0.175 -0.053
C 3.759 0.523 3.659 -0.019 -0.063 0.021
C 3.974 1.733 3.012 0.007 0.065 -0.036
C 3.018 2.141 2.100 0.018 -0.023 0.042
N 1.920 1.449 1.816 0.004 -0.134 0.068
H -1.751 0.516 8.709 0.001 0.003 -0.005
H -0.216 -0.219 9.172 0.005 -0.003 -0.002
H -1.669 -1.205 9.085 0.003 -0.006 -0.003
H -1.896 1.019 6.403 -0.003 0.000 0.005
H -1.402 0.509 4.034 -0.010 -0.001 -0.024
H 0.785 -2.954 5.226 0.004 -0.029 -0.009
H 0.289 -2.452 7.604 0.000 0.001 0.006
H 2.464 -1.164 3.869 -0.045 -0.102 0.013
H 4.481 0.147 4.374 -0.001 0.006 0.000
H 4.849 2.337 3.203 0.002 0.001 0.010
H 3.128 3.083 1.570 0.016 0.017 -0.019
I 0.006 3.381 -0.055 0.142 0.067 0.089
C 0.001 4.433 -1.864 -0.153 0.151 -0.081
C -0.586 5.670 -1.769 0.012 -0.107 0.017
C -0.605 6.570 -2.848 0.042 -0.051 -0.018
C -0.001 6.209 -4.010 -0.032 0.031 0.048
C 0.614 4.942 -4.147 0.016 0.061 -0.132
C 1.242 4.659 -5.383 0.025 -0.047 0.031
C 1.872 3.472 -5.587 -0.034 0.027 0.039
C 1.848 2.516 -4.562 -0.005 0.070 -0.063
C 1.225 2.715 -3.352 0.074 0.016 -0.028
P 1.290 1.168 -2.310 -0.297 -0.190 0.083
C 0.657 -0.019 -3.551 -0.148 0.127 -0.092
C -0.533 0.353 -4.190 0.098 -0.016 -0.027
C -1.196 -0.523 -5.029 0.010 0.019 -0.022
C -0.684 -1.794 -5.254 -0.043 0.012 -0.029
C 0.475 -2.182 -4.609 0.064 0.004 -0.005
C 1.132 -1.309 -3.749 0.053 -0.098 0.044
C 3.105 1.033 -2.199 0.077 -0.044 0.108
C 3.942 0.219 -2.954 0.028 0.043 -0.078
C 5.309 0.196 -2.705 -0.043 -0.040 -0.044
C 5.856 0.991 -1.712 0.029 0.015 0.003
C 5.032 1.828 -0.973 0.038 0.014 0.017
C 3.669 1.845 -1.215 -0.003 -0.035 0.038
C 0.612 3.986 -3.083 -0.032 -0.072 0.080
H -1.036 5.966 -0.832 0.004 0.000 0.017
H -1.076 7.537 -2.733 -0.012 0.007 -0.010
H 0.028 6.882 -4.858 -0.007 0.015 -0.001
H 1.217 5.418 -6.154 -0.005 0.011 -0.009
H 2.367 3.249 -6.522 0.012 0.007 -0.010
H 2.326 1.564 -4.753 -0.008 0.000 -0.009
H -0.947 1.341 -4.029 0.008 0.034 0.004
H -2.115 -0.211 -5.509 -0.012 -0.009 -0.001
H -1.201 -2.483 -5.910 0.000 -0.004 -0.005
H 0.866 -3.183 -4.746 0.004 -0.001 -0.010
H 1.987 -1.675 -3.197 0.049 0.070 -0.012
H 3.548 -0.389 -3.755 -0.049 -0.043 0.016
H 5.942 -0.450 -3.300 0.026 0.001 0.011
H 6.921 0.964 -1.520 0.005 0.004 0.007
H 5.448 2.459 -0.198 0.006 0.005 0.004
H 3.026 2.484 -0.620 -0.022 -0.019 -0.022
N -2.366 0.517 0.226 -0.049 0.117 -0.161
C -3.133 -0.125 0.813 0.225 0.056 0.197
N -3.961 -0.873 1.483 -0.212 -0.080 -0.136
C -4.968 -0.329 2.386 0.007 -0.006 0.031
C -6.334 -0.831 1.942 -0.001 0.019 0.017
O -6.348 -2.242 1.850 -0.028 0.024 0.025
C -5.418 -2.709 0.884 0.050 -0.022 -0.031
C -4.002 -2.324 1.271 0.001 -0.065 0.030
H -4.918 0.758 2.365 -0.025 -0.004 0.001
H -4.750 -0.676 3.401 -0.017 0.005 -0.011
H -6.591 -0.389 0.969 0.012 -0.004 0.016
H -7.099 -0.554 2.667 0.013 -0.001 -0.002
H -5.669 -2.294 -0.102 0.021 -0.003 0.011
H -5.524 -3.792 0.845 0.010 0.009 0.006
H -3.273 -2.588 0.505 -0.053 -0.008 0.020
H -3.703 -2.810 2.202 -0.024 0.000 -0.033
```
Forces are in eV/Å.

Computed properties:
orbital gap	7.98	eV
ΔE to the lowest compared entry with this formula, charge and spin	5.7	kJ/mol
E_tot	-3834.14960	hartree
HOMO level	-7.8	eV
M	1100.3	g mol⁻¹
charge	0
largest force on an atom	0.007	Eh/bohr